A.
Entry from the Open Molecules 2025 dataset: the ion C10H19N2O with charge +1 (ωB97M-V/def2-TZVPD).

Geometry as XYZ:
```
32
Properties=species:S:1:pos:R:3
C 1.033 -1.841 0.618
C -0.009 -2.027 1.648
C -0.006 -1.050 2.733
C -0.511 0.404 2.329
C 0.148 1.132 1.188
C 0.266 0.852 -1.479
C -0.115 -0.471 -0.898
C -0.401 1.716 -2.484
C 1.825 1.155 -1.407
C -1.127 -1.391 -1.500
N 1.001 -1.133 -0.432
N -0.472 0.746 -0.123
O -1.047 -1.414 -2.904
H 1.999 -2.327 0.695
H -0.955 -2.017 1.249
H 0.242 -2.940 2.143
H -0.721 -1.304 3.476
H 0.941 -0.967 3.399
H -1.566 0.051 1.971
H -0.617 1.175 3.155
H -0.107 2.216 1.434
H 1.270 1.158 1.148
H 0.285 2.108 -3.222
H -0.868 2.559 -2.035
H -1.131 1.264 -3.133
H 2.120 0.842 -0.379
H 1.980 2.189 -1.583
H 2.254 0.500 -2.204
H -2.152 -1.004 -1.472
H -1.027 -2.433 -1.135
H -1.457 1.115 -0.256
H -0.429 -2.038 -3.223
```

Lowest unoccupied orbital energy   -2.715 eV
Frontier orbital gap   10.7360 eV
Structure (SMILES)   CC1(C)[N@@H+]2CCCC/C=N\[C@@]21CO
Charge   +1

=====

B.
Entry from the Open Molecules 2025 dataset: the ion C10H19N2O with charge +1 (ωB97M-V/def2-TZVPD).

Geometry as XYZ:
```
32
Properties=species:S:1:pos:R:3
C -1.681 -0.025 1.869
C -1.800 1.282 -0.046
C 0.039 -0.017 0.222
C 1.061 2.247 -0.188
C 1.782 0.933 1.815
C 0.310 -0.372 -2.240
C -1.479 -1.598 -1.017
C 0.910 -2.190 -0.619
C 1.287 0.837 0.370
C -0.060 -1.032 -0.912
N -2.373 0.848 1.128
N -0.528 -0.454 1.458
O -2.153 1.995 -0.908
H -2.097 -0.359 2.811
H 0.653 2.212 -1.192
H 2.005 2.783 -0.221
H 0.373 2.802 0.446
H 1.039 1.394 2.463
H 2.669 1.561 1.839
H 2.063 -0.040 2.214
H 1.331 -0.007 -2.239
H -0.358 0.458 -2.455
H 0.218 -1.096 -3.044
H -1.776 -2.131 -0.115
H -2.199 -0.806 -1.217
H -1.528 -2.301 -1.843
H 0.866 -2.903 -1.439
H 0.646 -2.715 0.297
H 1.937 -1.843 -0.542
H 2.080 0.373 -0.225
H -3.248 1.243 1.476
H 0.013 -1.081 2.052
```

Lowest unoccupied orbital energy   -4.292 eV
Frontier orbital gap   8.5101 eV
Charge   +1

=====

Which is the most stable structure? B is the most stable.

=====

A.
Entry from the Open Molecules 2025 dataset: a cluster of 4 separate species, C2H13NO3S in total (ωB97M-V/def2-TZVPD).

Geometry as XYZ:
```
20
Properties=species:S:1:pos:R:3
C 0.815 -0.852 -0.813
C -0.204 0.262 -0.451
S -1.178 1.104 -1.968
N 1.632 -0.260 -1.907
H 1.481 -0.850 0.051
H 0.679 -1.860 -1.075
H -1.023 -0.394 0.028
H 0.282 1.016 0.282
H -0.184 1.003 -2.894
H 2.635 -0.417 -1.754
H 1.480 -0.743 -2.814
H -5.592 -0.325 2.939
H -4.430 -0.088 3.942
O -4.766 -0.747 3.332
H 5.201 -1.486 -0.249
H 4.238 -2.577 -0.575
O 4.772 -1.942 -0.969
H -1.432 2.456 1.376
H -2.364 3.739 1.563
O -2.041 2.962 1.957
```

Lowest unoccupied orbital energy   0.555 eV
Frontier orbital gap   9.5813 eV
Structure (SMILES)   NCCS.O.O.O

=====

B.
Entry from the Open Molecules 2025 dataset: a cluster of 4 separate species, C2H13NO3S in total (ωB97M-V/def2-TZVPD).

Geometry as XYZ:
```
20
Properties=species:S:1:pos:R:3
C 0.087 -1.197 -0.201
C 1.607 -1.124 -0.219
S 2.293 0.524 0.156
N -0.374 -0.961 -1.587
H -0.283 -0.398 0.429
H -0.193 -2.223 0.042
H 1.988 -1.436 -1.186
H 2.035 -1.744 0.583
H 2.267 0.906 -1.133
H -1.368 -0.781 -1.480
H -0.345 -1.814 -2.125
H -5.225 -0.190 1.294
H -4.196 -0.464 0.178
O -4.944 0.077 0.424
H -0.011 0.977 -2.170
H 0.537 2.030 -3.030
O 0.224 1.918 -2.117
H 0.554 -0.400 3.197
H -0.188 0.882 2.894
O -0.234 0.067 3.408
```

Lowest unoccupied orbital energy   0.403 eV
Frontier orbital gap   9.4474 eV
Structure (SMILES)   NCCS.O.O.O

=====

C.
Entry from the Open Molecules 2025 dataset: a cluster of 4 separate species, C2H13NO3S in total (ωB97M-V/def2-TZVPD).

Geometry as XYZ:
```
20
Properties=species:S:1:pos:R:3
C 0.069 -0.303 -0.089
C -1.209 -0.984 -0.456
S -2.758 -0.190 0.063
N 1.266 -0.848 -0.746
H 0.021 0.753 -0.371
H 0.261 -0.333 0.982
H -1.216 -1.346 -1.494
H -1.258 -1.945 0.068
H -2.620 1.113 -0.235
H 2.043 -0.267 -0.469
H 1.447 -1.820 -0.574
H 0.730 1.020 3.123
H 1.522 1.687 2.100
O 1.645 1.005 2.781
H 1.136 -0.535 -3.028
H 2.067 -0.697 -4.184
O 1.174 -0.457 -3.986
H -1.923 0.941 2.549
H -1.166 1.612 1.503
O -1.231 1.592 2.462
```

Lowest unoccupied orbital energy   0.496 eV
Frontier orbital gap   10.3054 eV
Structure (SMILES)   NCCS.O.O.O

=====

Which is the most stable structure? C is the most stable.

=====

A.
Entry from the Open Molecules 2025 dataset: a cluster of 2 separate species, C4H14NSi in total (ωB97M-V/def2-TZVPD).

Geometry as XYZ:
```
20
Properties=species:S:1:pos:R:3
C 1.332 -1.515 -1.128
C -0.491 1.204 0.942
C -3.169 2.175 -0.324
C 1.318 -1.124 0.274
N 2.620 -1.692 0.920
Si -1.587 1.317 -0.624
H 2.291 -1.543 -1.671
H 0.847 -2.542 -1.226
H 0.581 -1.024 -1.759
H -0.102 2.279 1.068
H -1.127 1.022 1.791
H 0.340 0.533 1.020
H -3.391 2.421 0.660
H -3.325 3.067 -0.931
H -3.924 1.503 -0.729
H 0.429 -1.515 0.690
H 3.180 -0.868 0.890
H 2.401 -2.159 1.818
H 2.986 -2.420 0.277
H -1.211 0.880 -1.958
```

Lowest unoccupied orbital energy   -5.347 eV
Frontier orbital gap   4.2202 eV
Charge   +1

=====

B.
Entry from the Open Molecules 2025 dataset: a structure of composition C4H14NSi (ωB97M-V/def2-TZVPD).

Geometry as XYZ:
```
20
Properties=species:S:1:pos:R:3
C 1.958 -0.841 1.175
C -0.165 -1.541 1.929
C 0.619 -1.107 0.802
C 0.008 -0.780 -0.381
N -0.910 1.603 -0.627
Si -1.173 1.839 -2.449
H 2.522 -0.226 0.429
H 2.523 -1.816 1.059
H 2.133 -0.498 2.231
H -1.215 -1.761 1.666
H 0.215 -2.438 2.495
H -0.258 -0.675 2.658
H -0.869 -1.274 -0.685
H 0.714 -0.703 -1.245
H -0.262 0.476 -0.339
H -0.313 2.320 -0.391
H -1.716 1.837 -0.084
H -1.231 0.445 -2.640
H -0.194 2.476 -3.300
H -2.387 2.662 -2.301
```

Lowest unoccupied orbital energy   -3.949 eV
Frontier orbital gap   10.0183 eV
Charge   +1

=====

Which is the most stable structure? B is the most stable.

=====

A.
Entry from the Open Molecules 2025 dataset: a cluster of 15 separate species, C2H33O15 in total (ωB97M-V/def2-TZVPD).

Geometry as XYZ:
```
50
Properties=species:S:1:pos:R:3
C -0.550 0.275 1.438
C -1.249 -0.655 0.409
O -0.232 -1.200 -0.434
H -0.023 -0.204 2.217
H -1.308 0.959 1.892
H 0.103 0.959 0.876
H -2.027 -0.200 -0.249
H -1.682 -1.496 0.919
O -0.599 0.813 -2.066
H -0.573 0.112 -1.409
H -0.198 1.537 -1.590
O 2.404 2.346 1.210
H 3.387 2.392 1.283
H 2.196 1.924 2.029
O -0.329 -0.644 -4.222
H -0.339 -0.494 -3.263
H -0.447 -1.595 -4.321
O 1.084 -2.690 1.592
H 1.279 -3.504 1.157
H 0.505 -2.311 0.983
O 2.197 -0.065 -0.186
H 2.368 0.740 0.374
H 1.366 -0.417 0.171
O 3.067 -1.298 3.010
H 2.382 -1.717 2.424
H 3.669 -1.992 3.200
O -0.431 3.273 1.603
H -0.408 2.371 1.957
H -0.019 3.877 2.240
O -3.243 0.526 -3.211
H -3.199 1.234 -2.485
H -2.305 0.465 -3.443
O -1.440 -4.020 1.391
H -0.568 -3.765 1.708
H -1.803 -3.191 1.035
O -1.934 -2.651 -1.955
H -1.381 -2.179 -1.348
H -2.804 -2.302 -1.925
O 1.250 -2.439 -2.153
H 1.556 -1.634 -2.577
H 0.504 -2.032 -1.702
O 2.342 1.242 3.615
H 3.303 1.182 3.555
H 2.211 0.311 3.386
O -0.319 3.244 -1.101
H -0.206 3.297 -0.142
H 0.259 3.930 -1.456
O -2.984 2.618 -1.594
H -2.654 2.166 -0.866
H -2.177 2.901 -1.977
```

Lowest unoccupied orbital energy   2.164 eV
Frontier orbital gap   8.1904 eV
Charge   -1

=====

B.
Entry from the Open Molecules 2025 dataset: a cluster of 15 separate species, C2H33O15 in total (ωB97M-V/def2-TZVPD).

Geometry as XYZ:
```
50
Properties=species:S:1:pos:R:3
C 0.866 0.709 -0.468
C 0.690 -0.349 0.644
O -0.210 -1.341 0.265
H -0.055 1.213 -0.758
H 1.343 0.162 -1.288
H 1.574 1.515 -0.231
H 0.276 0.242 1.481
H 1.688 -0.698 0.938
O -1.861 2.402 -2.434
H -1.700 3.198 -1.896
H -0.988 2.216 -2.835
O 0.424 1.272 -3.829
H 0.696 0.535 -3.245
H 1.253 1.562 -4.222
O 1.342 -0.973 4.386
H 0.660 -0.344 4.110
H 1.919 -1.065 3.620
O 0.163 -3.734 2.420
H 0.003 -2.875 1.998
H -0.713 -4.050 2.656
O -1.241 0.966 4.106
H -1.368 0.350 3.353
H -2.043 0.870 4.626
O 1.945 3.974 -2.208
H 1.188 3.909 -1.602
H 1.647 3.521 -3.003
O -2.884 2.048 1.014
H -3.057 1.116 0.817
H -1.964 2.169 0.764
O -0.556 4.309 -0.827
H -0.018 4.014 -0.076
H -0.966 5.130 -0.525
O -2.456 -0.173 -1.003
H -1.710 -0.586 -0.510
H -2.122 0.677 -1.339
O 4.202 -1.839 0.421
H 3.325 -2.139 0.134
H 4.279 -0.946 0.069
O 1.820 -3.081 -1.126
H 1.630 -3.863 -0.593
H 1.294 -2.376 -0.706
O -1.561 -3.632 -0.637
H -1.455 -3.816 -1.576
H -1.163 -2.744 -0.510
O 0.813 -1.239 -2.456
H 0.329 -0.927 -1.668
H 1.512 -1.804 -2.099
O -2.160 -1.052 2.317
H -1.580 -1.200 1.534
H -3.050 -1.236 1.997
```

Lowest unoccupied orbital energy   2.130 eV
Frontier orbital gap   8.4651 eV
Charge   -1

=====

Which is the most stable structure? B is the most stable.

=====

A.
Entry from the Open Molecules 2025 dataset: the molecule C18H17N3O3S (ωB97M-V/def2-TZVPD).

Geometry as XYZ:
```
42
Properties=species:S:1:pos:R:3
C 5.320 2.662 0.551
H 5.384 2.627 -0.540
O 5.379 1.372 1.113
C 4.424 0.473 0.772
C 3.370 0.718 -0.077
C 2.445 -0.300 -0.366
C 1.330 -0.131 -1.222
C 0.520 -1.199 -1.505
C 0.786 -2.447 -0.896
N 1.779 -2.618 -0.065
C 2.607 -1.595 0.204
C 3.691 -1.809 1.083
C 4.568 -0.806 1.362
H 5.404 -0.955 2.026
H 3.801 -2.791 1.515
C -0.104 -3.614 -1.177
H -0.081 -3.856 -2.238
H 0.230 -4.473 -0.604
H -1.132 -3.375 -0.908
H -0.320 -1.091 -2.173
S 0.955 1.473 -1.933
C 0.382 2.338 -0.417
C -1.118 2.172 -0.227
O -1.885 3.104 -0.308
N -1.473 0.882 0.038
N -2.693 0.315 0.198
C -3.776 0.993 0.192
C -5.026 0.312 0.363
C -5.334 -1.017 0.548
C -6.736 -1.085 0.654
C -7.184 0.198 0.527
O -6.164 1.045 0.352
H -8.172 0.615 0.544
H -7.333 -1.962 0.803
H -4.631 -1.822 0.600
H -3.836 2.070 0.060
H -0.744 0.177 0.053
H 0.599 3.395 -0.566
H 0.942 1.950 0.433
H 3.243 1.673 -0.561
H 4.404 3.186 0.846
H 6.182 3.196 0.947
```

Lowest unoccupied orbital energy   -0.071 eV
Frontier orbital gap   8.0203 eV
Structure (SMILES)   COc1ccc2nc(C)cc(SCC(=O)N/N=C/c3ccco3)c2c1

=====

B.
Entry from the Open Molecules 2025 dataset: a structure of composition C18H17N3O3S (ωB97M-V/def2-TZVPD).

Geometry as XYZ:
```
42
Properties=species:S:1:pos:R:3
C -0.571 -1.792 -4.132
C 0.126 -1.436 -2.947
C 0.240 -2.430 -1.995
C 0.866 -2.125 -0.664
C 1.497 -0.728 -0.399
C 1.474 0.009 -1.323
C 0.733 -0.319 -2.429
H 0.935 0.599 -3.388
H 2.127 1.008 -1.259
N 2.087 -0.690 0.824
C 2.873 0.290 1.259
O 3.331 1.320 0.611
C 2.617 0.739 2.850
H 3.204 -0.397 3.247
H 3.308 1.558 3.063
C 1.189 0.558 3.415
C 0.477 -0.677 3.590
O 1.002 -1.576 4.398
N -0.359 -0.945 2.551
C -0.743 -0.140 1.759
N -1.441 -0.272 0.822
C -1.826 0.144 -0.245
C -2.578 -0.515 -1.284
C -3.030 -0.032 -2.386
C -2.377 1.542 -2.917
C -1.895 2.186 -1.962
C -1.640 1.749 -0.595
H -0.824 2.173 -0.083
H -1.637 3.116 -2.031
O -3.036 1.981 -3.967
H -3.388 1.382 -4.567
H -3.531 -0.319 -3.152
H -2.908 -1.450 -1.034
S 0.103 1.578 2.161
H -0.933 -1.798 2.753
H 1.306 1.067 4.130
H 2.049 -1.321 1.448
H 0.783 -3.149 0.212
H -0.231 -3.395 -1.954
H -1.308 -2.464 -3.871
H -0.941 -0.878 -4.603
H 0.138 -2.543 -4.631
```

Lowest unoccupied orbital energy   -0.842 eV
Frontier orbital gap   6.4088 eV

=====

Which is the most stable structure? A is the most stable.

=====

A.
Entry from the Open Molecules 2025 dataset: the molecule C6H5N3OS (ωB97M-V/def2-TZVPD).

Geometry as XYZ:
```
16
Properties=species:S:1:pos:R:3
C 2.421 0.058 0.006
C 0.125 0.302 -0.004
C -1.326 0.203 0.005
C -2.284 1.162 0.133
C -3.543 0.457 0.026
C -3.225 -0.867 -0.085
H 4.044 -1.065 0.490
H 4.318 0.491 -0.051
H -2.074 2.232 0.184
H -4.520 0.962 0.035
H -3.816 -1.774 -0.196
N 3.741 -0.306 -0.111
N 2.085 1.324 -0.052
N 0.716 1.430 -0.067
O -1.896 -1.030 -0.080
S 1.150 -1.102 0.081
```

Lowest unoccupied orbital energy   0.507 eV
Frontier orbital gap   8.7318 eV
Structure (SMILES)   Nc1nnc(-c2ccco2)s1

=====

B.
Entry from the Open Molecules 2025 dataset: the molecule C6H5N3OS (ωB97M-V/def2-TZVPD).

Geometry as XYZ:
```
16
Properties=species:S:1:pos:R:3
C 0.532 0.355 1.102
C -0.337 0.795 0.022
C -0.627 0.037 -1.045
C 0.932 -1.938 0.677
C -0.868 2.149 -0.061
C -1.608 2.249 -1.180
N 1.085 -0.748 1.367
N 0.213 -2.152 -0.321
N 1.654 -3.016 1.250
O -1.784 0.816 -3.345
S -2.009 0.643 -1.918
H 0.809 1.090 1.963
H -0.472 2.741 0.688
H -1.964 3.191 -1.495
H 2.409 -2.505 1.693
H 2.035 -3.706 0.604
```

Lowest unoccupied orbital energy (alpha / beta)   -1.822 / -1.824 eV
Frontier orbital gap (alpha / beta)   7.3751 / 7.3737 eV

=====

Which is the most stable structure? A is the most stable.

=====

A.
Entry from the Open Molecules 2025 dataset: a structure of composition C6H7P (ωB97M-V/def2-TZVPD).

Geometry as XYZ:
```
14
Properties=species:S:1:pos:R:3
C -1.947 -0.268 -0.410
C -1.174 0.088 0.673
C -0.844 -0.791 -1.255
C -0.001 -0.552 0.054
C 1.958 1.091 1.265
C 1.316 0.347 0.118
P 1.345 2.237 0.259
H -3.026 -0.014 -0.582
H -1.381 0.370 1.693
H -0.766 -1.868 -1.584
H 0.313 -1.411 0.615
H 2.852 0.885 1.882
H 2.046 0.020 -0.533
H -0.691 -0.135 -2.193
```

Lowest unoccupied orbital energy   0.078 eV
Frontier orbital gap   8.7527 eV

=====

B.
Entry from the Open Molecules 2025 dataset: the molecule C6H7P (ωB97M-V/def2-TZVPD).

Geometry as XYZ:
```
14
Properties=species:S:1:pos:R:3
C -2.728 0.109 -0.172
C -1.387 0.211 0.100
C 1.892 -1.296 -0.013
C 0.619 -1.035 0.182
C -0.029 0.253 0.134
C 0.908 1.451 0.251
P -4.669 -0.100 0.044
H -2.890 -0.414 -1.166
H 2.398 -2.229 0.129
H 2.567 -0.492 -0.189
H -0.123 -1.802 -0.001
H 0.332 2.376 0.299
H 1.516 1.580 -0.651
H 1.595 1.390 1.056
```

Lowest unoccupied orbital energy (alpha / beta)   -1.602 / -1.298 eV
Frontier orbital gap (alpha / beta)   6.4085 / 6.7659 eV

=====

Which is the most stable structure? A is the most stable.

=====

A.
Entry from the Open Molecules 2025 dataset: a cluster of 2 separate species, C5H12S in total (ωB97M-V/def2-TZVPD).

Geometry as XYZ:
```
18
Properties=species:S:1:pos:R:3
C -1.849 0.489 -0.790
C -0.781 -0.159 0.183
S -1.763 -0.635 1.705
H -2.845 0.157 -0.734
H -1.388 0.428 -1.819
H -1.856 1.651 -0.683
H -0.178 -1.118 -0.213
H 0.162 0.460 0.398
H -2.123 -2.004 1.876
C 2.566 -0.560 -0.183
C 1.925 0.186 -1.451
C 1.983 1.606 -1.360
H 3.504 -0.096 0.153
H 1.858 -1.020 0.535
H 3.060 -1.541 -0.443
H 1.353 -0.304 -2.223
H 1.575 2.220 -2.086
H 2.022 1.952 -0.435
```

Lowest unoccupied orbital energy   0.828 eV
Frontier orbital gap   9.6879 eV
Structure (SMILES)   C=CC.CCS

=====

B.
Entry from the Open Molecules 2025 dataset: a structure of composition C5H12S (ωB97M-V/def2-TZVPD).

Geometry as XYZ:
```
18
Properties=species:S:1:pos:R:3
C -1.370 1.448 0.746
C 0.052 -1.444 0.726
C 1.614 -0.379 -0.911
C 0.087 1.137 0.293
C 0.293 -0.306 -0.125
S -1.083 -0.572 -1.934
H -1.403 2.524 0.938
H -1.725 0.865 1.495
H -1.886 1.261 -0.221
H 0.933 -2.080 0.609
H 0.355 -1.158 1.759
H -0.873 -1.945 0.631
H 2.244 -0.970 -0.285
H 1.597 -0.853 -1.909
H 2.108 0.609 -0.971
H 0.731 1.539 1.028
H 0.230 1.760 -0.570
H -1.904 -1.437 -1.299
```

Lowest unoccupied orbital energy   0.516 eV
Frontier orbital gap   9.2140 eV

=====

Which is the most stable structure? B is the most stable.